11
Properties=species:S:1:pos:R:3:forces:R:3 method="wB97M-V/def2-TZVPD" gap_ev=6.0 e_tot_ha=-2293.6852 homo_ev=-17.8019 de_lowest_ev=1.2215 charge=+2
O -2.653 -0.183 -2.127 0.54 -0.27 0.14
C -3.616 0.397 -2.254 -0.16 0.07 -0.07
C 1.493 0.439 -0.625 0.30 -0.83 3.42
C 2.195 -0.539 -0.241 -0.07 -0.69 -3.69
H 2.728 -1.438 -0.520 0.35 0.11 0.56
Cu -0.522 -1.169 -1.509 0.19 0.52 0.11
O 1.158 0.026 2.104 -2.50 0.63 1.02
C 0.358 0.320 1.202 4.17 -0.70 0.52
O -0.801 -0.104 0.977 -2.89 0.61 1.41
O 0.838 1.212 0.318 -0.39 1.86 -3.00
Mg -1.178 1.039 2.676 0.46 -1.31 -0.44